1.
Here is a 4-piece molecular cluster, C26H61Cl2N4O6 overall from the OMol25 dataset. Energies are from wB97M-V/def2-TZVPD.

XYZ file:
```
99
Properties=species:S:1:pos:R:3
C 0.058 -2.977 -2.511
C 0.064 -4.408 -3.045
Cl 1.754 -4.986 -2.886
C -0.903 -5.346 -2.289
Cl -0.399 -7.056 -2.357
C -2.412 -5.345 -2.701
C -2.845 -4.777 -4.047
C -2.935 -3.248 -4.137
C -3.465 -2.534 -2.875
C -3.197 -3.210 -1.533
N -3.258 -4.706 -1.614
H -0.879 -2.458 -2.691
H 0.287 -2.976 -1.443
H 0.843 -2.414 -3.014
H -0.139 -4.430 -4.114
H -0.841 -5.077 -1.234
H -2.716 -6.388 -2.670
H -2.152 -5.160 -4.798
H -3.813 -5.224 -4.294
H -1.964 -2.842 -4.416
H -3.609 -3.009 -4.959
H -4.532 -2.324 -2.970
H -2.978 -1.565 -2.780
H -2.227 -2.956 -1.112
H -3.946 -2.911 -0.801
H -4.226 -4.994 -1.769
H -2.981 -5.104 -0.711
C -1.325 3.267 2.226
O -2.099 3.802 1.175
C -1.343 4.507 0.192
C -1.434 3.802 -1.142
N -0.760 2.512 -1.094
C -0.942 1.676 -2.267
C -2.355 1.213 -2.604
O -2.915 0.318 -1.649
C -3.561 0.933 -0.543
H -2.016 2.855 2.960
H -0.650 2.472 1.887
H -0.720 4.040 2.713
H -0.303 4.612 0.497
H -1.769 5.508 0.096
H -0.959 4.425 -1.905
H -2.500 3.717 -1.400
H -1.062 2.013 -0.267
H -0.318 0.785 -2.143
H -0.553 2.214 -3.138
H -2.306 0.657 -3.547
H -3.041 2.051 -2.764
H -4.011 1.887 -0.827
H -2.878 1.106 0.291
H -4.351 0.260 -0.207
C 0.747 -7.161 5.691
O 1.262 -5.962 5.145
C 2.200 -6.146 4.094
C 1.665 -5.559 2.807
N 0.505 -6.308 2.344
C -0.193 -5.724 1.217
C -0.852 -4.359 1.424
O -1.983 -4.378 2.266
C -1.716 -4.236 3.656
H 0.136 -6.886 6.549
H 0.125 -7.710 4.974
H 1.550 -7.822 6.028
H 2.427 -7.208 3.966
H 3.124 -5.627 4.364
H 2.445 -5.602 2.041
H 1.445 -4.498 2.996
H -0.138 -6.435 3.116
H -0.969 -6.431 0.901
H 0.518 -5.638 0.385
H -1.230 -4.011 0.453
H -0.131 -3.603 1.757
H -0.845 -3.599 3.828
H -1.545 -5.199 4.140
H -2.591 -3.772 4.109
C 6.289 6.762 1.772
O 5.352 7.807 1.922
C 5.480 8.855 0.968
C 4.251 8.928 0.089
N 4.146 7.748 -0.754
C 2.914 7.645 -1.522
C 1.600 7.524 -0.757
O 1.457 6.308 -0.040
C 2.026 6.298 1.256
H 6.160 6.090 2.618
H 6.139 6.198 0.844
H 7.316 7.142 1.779
H 6.376 8.705 0.358
H 5.588 9.797 1.512
H 4.327 9.814 -0.549
H 3.381 9.071 0.746
H 4.259 6.921 -0.182
H 3.000 6.775 -2.176
H 2.842 8.524 -2.172
H 0.791 7.535 -1.492
H 1.435 8.373 -0.083
H 1.996 7.290 1.716
H 3.061 5.946 1.254
H 1.440 5.613 1.871
```

Its net charge is +1. Its orbital gap is 7.056 eV. For the LUMO energy, the calculation gives -2.840 eV.

=====

2.
Here is a 8-piece molecular cluster, C26H61Cl4N3O12 overall from the OMol25 dataset. Energies are from wB97M-V/def2-TZVPD.

XYZ file:
```
106
Properties=species:S:1:pos:R:3
C 6.161 24.128 16.310
O 5.414 23.507 15.285
C 6.083 23.465 14.035
C 6.919 22.200 13.807
C 8.361 22.322 14.254
N 6.915 21.991 12.325
H 5.663 23.938 17.258
H 6.179 25.218 16.156
H 7.192 23.772 16.343
H 5.292 23.479 13.277
H 6.686 24.374 13.888
H 6.363 21.378 14.277
H 8.442 22.450 15.333
H 8.803 23.192 13.763
H 8.961 21.461 13.956
H 5.942 21.782 12.089
H 7.405 21.121 12.131
C 12.575 21.809 4.001
O 11.416 21.390 4.685
C 11.474 21.629 6.077
C 11.404 23.098 6.463
C 11.430 23.241 7.998
N 10.231 23.800 5.932
H 12.637 22.901 3.980
H 12.497 21.463 2.972
H 13.472 21.361 4.440
H 10.623 21.085 6.496
H 12.387 21.189 6.510
H 12.312 23.610 6.130
H 10.720 22.534 8.432
H 11.207 24.272 8.251
H 12.409 22.991 8.418
H 9.432 23.163 5.975
H 10.350 23.851 4.917
C 3.535 25.141 11.038
O 3.353 23.891 11.625
C 2.002 23.601 11.967
C 1.894 23.166 13.417
C 2.516 21.811 13.681
N 0.431 23.116 13.741
H 3.030 25.233 10.059
H 4.582 25.254 10.749
H 3.218 25.985 11.660
H 1.353 24.454 11.752
H 1.657 22.762 11.347
H 2.350 23.934 14.057
H 2.016 21.302 14.509
H 3.566 21.873 13.957
H 2.428 21.169 12.801
H 0.347 22.575 14.594
H 0.103 24.049 13.961
C 3.850 16.990 10.629
C 3.233 18.187 11.334
O 2.964 19.236 10.375
C 3.704 20.331 10.447
O 4.432 20.632 11.359
O 3.485 21.054 9.347
C 4.235 22.240 9.171
H 4.090 16.235 11.380
H 4.813 17.281 10.194
H 3.235 16.584 9.832
H 3.870 18.541 12.138
H 2.249 17.918 11.722
H 4.798 22.181 8.239
H 4.907 22.441 9.999
H 3.568 23.101 9.083
C 7.762 27.405 13.645
C 7.166 28.630 14.309
O 8.142 29.634 14.642
C 9.134 29.292 15.460
O 9.349 28.201 15.910
O 9.842 30.393 15.713
C 11.039 30.224 16.447
H 7.109 26.899 12.934
H 8.087 26.684 14.388
H 8.642 27.737 13.085
H 6.630 28.380 15.227
H 6.479 29.146 13.644
H 11.022 29.315 17.052
H 11.164 31.075 17.109
H 11.911 30.140 15.794
C 12.415 20.162 10.816
C 11.723 21.466 11.207
O 12.691 22.522 11.223
C 13.223 22.799 12.411
O 12.848 22.386 13.473
O 14.266 23.619 12.219
C 14.849 24.127 13.399
H 13.136 19.850 11.573
H 12.933 20.265 9.863
H 11.665 19.371 10.732
H 11.278 21.353 12.191
H 11.001 21.720 10.441
H 15.462 24.983 13.114
H 15.506 23.398 13.876
H 14.119 24.481 14.125
Cl 8.829 23.629 10.283
C 7.402 24.643 10.453
Cl 6.859 25.417 8.968
H 6.648 23.978 10.863
H 7.641 25.433 11.155
Cl 7.509 28.497 7.691
C 7.388 28.970 9.400
Cl 7.973 30.611 9.673
H 6.344 28.925 9.684
H 7.962 28.252 9.975
```

The energy above the lowest of the compared OMol25 structures with the same formula, charge and spin comes out at 0.0 kJ/mol. Its net charge is 0. Its orbital gap is 9.704 eV. The SMILES is COC[C@H](C)N.COC[C@H](C)N.COC[C@H](C)N.CCOC(=O)OC.CCOC(=O)OC.CCOC(=O)OC.ClCCl.ClCCl. For the LUMO energy, the calculation gives 0.457 eV.

=====

3.
Here is C26H61FGaO8P2 as an isolated structure from the OMol25 dataset. Energies are from wB97M-V/def2-TZVPD.

XYZ file:
```
99
Properties=species:S:1:pos:R:3
C 7.363 2.204 2.015
C 5.841 2.809 2.004
C 4.647 1.720 2.255
C 4.916 0.220 1.659
C 4.485 0.045 0.056
C 5.423 0.908 -0.974
C 4.796 2.374 -1.354
C 3.998 2.445 -2.783
C 2.374 2.713 -2.575
C 1.647 1.247 -2.683
C 0.080 1.225 -2.179
Ga -0.166 -0.444 -0.949
F 1.137 -1.768 -1.521
C -2.032 -1.323 -1.244
C -2.831 -1.666 0.156
C -3.732 -0.386 0.724
C -5.161 -0.217 -0.112
C -5.112 1.011 -1.224
C -5.083 2.506 -0.479
C -3.687 3.318 -0.770
C -3.196 4.249 0.525
C -2.842 3.311 1.845
H 7.746 2.076 3.124
H 8.061 3.046 1.536
H 7.519 1.249 1.345
H 5.786 3.579 2.915
H 5.730 3.464 1.036
H 3.674 2.132 1.699
H 4.341 1.694 3.406
H 4.168 -0.506 2.242
H 5.992 -0.217 1.882
H 4.653 -1.109 -0.193
H 3.325 0.227 -0.099
H 6.545 0.960 -0.585
H 5.458 0.289 -1.994
H 4.108 2.794 -0.475
H 5.721 3.124 -1.421
H 4.463 3.363 -3.381
H 4.152 1.472 -3.417
H 2.019 3.348 -3.509
H 2.126 3.313 -1.598
H 1.673 0.800 -3.767
H 2.259 0.503 -1.989
H -0.239 2.212 -1.608
H -0.617 1.098 -3.137
H 0.027 -0.067 0.625
H -1.857 -2.344 -1.828
H -2.619 -0.609 -1.968
H -1.994 -1.912 0.961
H -3.504 -2.635 0.093
H -3.102 0.601 0.747
H -4.007 -0.655 1.844
H -5.507 -1.229 -0.613
H -6.001 0.099 0.674
H -4.171 0.924 -1.924
H -6.085 0.934 -1.893
H -5.328 2.387 0.666
H -5.978 3.120 -0.974
H -3.883 4.069 -1.649
H -2.832 2.586 -1.121
H -3.960 5.117 0.770
H -2.169 4.768 0.214
H -3.722 2.585 2.142
H -1.900 2.660 1.567
H -2.656 4.005 2.783
C 1.615 2.976 5.926
O 1.323 2.007 4.955
P -0.105 1.036 4.856
O -0.795 2.147 4.057
O -0.428 1.282 6.455
C 0.341 0.594 7.419
O -1.533 0.064 4.758
C -1.707 -0.564 3.499
H 2.242 3.743 5.466
H 0.726 3.448 6.352
H 2.222 2.510 6.713
H 0.714 1.320 8.146
H 1.194 0.082 6.966
H -0.290 -0.127 7.946
H -0.848 -1.212 3.294
H -1.800 0.178 2.702
H -2.614 -1.169 3.528
C -0.785 -4.462 -4.168
O -1.077 -5.431 -5.139
P -2.505 -6.402 -5.238
O -3.195 -5.291 -6.037
O -2.828 -6.156 -3.639
C -2.059 -6.844 -2.674
O -3.933 -7.374 -5.336
C -4.107 -8.002 -6.594
H -0.158 -3.695 -4.628
H -1.674 -3.990 -3.742
H -0.178 -4.928 -3.381
H -1.686 -6.118 -1.948
H -1.206 -7.356 -3.128
H -2.690 -7.565 -2.148
H -3.248 -8.649 -6.800
H -4.200 -7.260 -7.392
H -5.014 -8.607 -6.566
```

Its net charge is -1. Its orbital gap is 3.952 eV. For the LUMO energy, the calculation gives -0.874 eV.

=====

4.
Here is a 3-piece molecular cluster, C26H62FN9O8P3S2 overall from the OMol25 dataset. Energies are from wB97M-V/def2-TZVPD.

XYZ file:
```
111
Properties=species:S:1:pos:R:3
C 5.270 4.370 -0.809
C 5.504 3.468 -2.007
C 4.526 3.693 -3.176
O 3.476 4.613 -2.822
C 2.457 4.665 -3.712
O 2.574 4.353 -4.873
C 1.166 5.188 -3.107
S -0.180 4.019 -2.958
N 0.276 2.913 -1.666
C 1.371 2.105 -1.948
N 2.379 2.063 -1.102
N 1.320 1.373 -3.073
F 2.434 0.526 -3.078
C 0.146 0.455 -3.183
C -1.134 1.002 -2.543
P -2.354 1.612 -3.792
O -3.493 0.690 -3.952
C -0.848 1.976 -1.371
C -2.083 2.699 -0.834
C -1.976 2.881 0.692
C -2.640 1.736 1.439
O -1.914 0.509 1.342
O 5.381 2.069 -1.675
C 6.490 1.453 -1.182
O 7.263 1.965 -0.409
C 6.614 0.040 -1.675
S 7.990 -0.133 -2.844
H 5.695 5.345 -1.029
H 4.229 4.476 -0.522
H 5.812 3.996 0.052
H 6.504 3.670 -2.377
H 4.107 2.745 -3.497
H 5.096 4.093 -4.009
H 0.801 5.925 -3.820
H 1.358 5.728 -2.184
H 2.698 1.200 -0.691
H 2.806 2.936 -0.828
H 0.439 -0.436 -2.629
H 0.009 0.122 -4.205
H -1.632 0.146 -2.089
H -1.586 1.802 -4.958
H -2.765 2.898 -3.414
H -0.519 1.349 -0.543
H -2.944 2.054 -0.999
H -2.229 3.657 -1.318
H -0.934 2.908 1.016
H -2.466 3.796 1.012
H -3.641 1.556 1.059
H -2.730 1.987 2.494
H -0.980 0.677 1.481
H 5.704 -0.251 -2.187
H 6.818 -0.606 -0.830
H 8.011 0.974 -3.596
O -5.085 1.169 3.926
P -6.510 0.694 3.961
N -7.097 1.295 5.464
C -6.566 0.753 6.705
C -7.080 2.752 5.492
N -6.278 -0.993 3.948
C -6.877 -1.905 4.896
C -4.990 -1.486 3.477
N -8.096 0.533 3.231
C -8.090 0.872 1.797
C -9.318 1.033 3.853
H -7.001 1.292 7.548
H -5.473 0.833 6.777
H -6.849 -0.289 6.836
H -7.504 3.158 4.567
H -6.065 3.153 5.598
H -7.695 3.119 6.316
H -6.267 -2.007 5.802
H -6.981 -2.898 4.450
H -7.882 -1.588 5.180
H -4.217 -1.448 4.255
H -4.637 -0.906 2.629
H -5.098 -2.520 3.144
H -8.002 1.951 1.628
H -9.003 0.521 1.317
H -7.249 0.378 1.303
H -9.370 2.125 3.916
H -9.448 0.618 4.846
H -10.161 0.692 3.247
O 4.632 -3.414 0.506
P 4.080 -4.431 -0.449
N 5.462 -4.971 -1.320
C 6.130 -4.032 -2.198
C 6.421 -5.642 -0.448
N 3.025 -3.430 -1.365
C 3.020 -3.355 -2.807
C 2.624 -2.171 -0.769
N 3.107 -5.839 -0.796
C 2.258 -6.232 0.346
C 3.635 -7.032 -1.455
H 7.021 -4.486 -2.633
H 6.440 -3.117 -1.672
H 5.501 -3.753 -3.041
H 5.911 -6.362 0.200
H 6.957 -4.937 0.197
H 7.143 -6.200 -1.045
H 3.749 -2.623 -3.181
H 2.030 -3.054 -3.167
H 3.229 -4.323 -3.261
H 3.387 -1.382 -0.900
H 2.442 -2.282 0.296
H 1.688 -1.835 -1.228
H 2.838 -6.694 1.150
H 1.489 -6.933 0.026
H 1.752 -5.352 0.752
H 4.366 -7.583 -0.855
H 4.082 -6.784 -2.411
H 2.793 -7.698 -1.654
```

Its net charge is +1. Its orbital gap is 5.112 eV. For the LUMO energy, the calculation gives -4.670 eV.